Below is a cluster of 2 separate species, C4H8Br2O in total, with properties calculated with ωB97M-V/def2-TZVPD.

```
15
Properties=species:S:1:pos:R:3
C -0.921 -0.060 1.472
C 1.739 1.017 -0.631
C 0.369 -0.929 -1.033
C -1.564 -0.442 0.132
O 0.766 0.319 -1.372
Br -2.748 -1.899 0.304
Br -2.022 1.066 -0.920
H -1.701 0.522 1.968
H -0.672 -0.997 2.114
H -0.089 0.651 1.347
H 1.398 1.871 -0.094
H 2.658 1.312 -1.288
H 1.976 0.286 0.214
H -0.053 -1.348 -2.049
H 0.866 -1.370 -0.164
```

**LUMO**: 0.59 eV
**HOMO energy**: -7.728 eV
**Total energy**: -5380.3336 hartree
**ΔE to the lowest compared entry with this formula, charge and spin**: 2.972 eV
**HOMO-LUMO gap**: 8.31 eV
**Spin multiplicity**: 1

These are the natural (NBO) partial charges, in e, on atoms 1 to 5: number 1, C, carries -0.70; number 2, C, carries -0.25; number 3, C, carries 0.01; number 4, C, carries -0.33; number 5, O, carries -0.53